Record 1
{
  "formula": "C17H19Cl2N5O6S5Ti",
  "method": "ωB97M-V with the def2-TZVPD basis set",
  "symbols": ["Ti", "O", "C", "O", "C", "C", "C", "C", "C", "N", "C", "O", "O", "H", "H", "H", "S", "C", "S", "C", "C", "S", "S", "S", "N", "C", "C", "C", "C", "N", "C", "N", "N", "C", "O", "O", "H", "H", "H", "H", "H", "H", "H", "H", "H", "H", "H", "H", "H", "H", "Cl", "C", "Cl", "H", "H"],
  "coordinates": [[-0.316, 0.763, -1.484], [-1.265, 1.790, 2.517], [-1.262, 1.579, 1.299], [-0.220, 1.364, 0.589], [-2.544, 1.433, 0.533], [-3.826, 1.629, 1.012], [-4.889, 1.344, 0.164], [-4.646, 0.856, -1.114], [-3.330, 0.692, -1.507], [-2.331, 0.988, -0.695], [-2.847, 0.110, -2.824], [-3.644, -0.326, -3.628], [-1.555, 0.117, -2.915], [-3.968, 1.989, 2.022], [-5.907, 1.491, 0.503], [-5.439, 0.598, -1.802], [3.368, 5.882, -5.383], [2.568, 4.770, -4.452], [3.229, 3.250, -3.990], [1.878, 2.664, -3.048], [0.814, 3.487, -2.973], [-0.633, 3.171, -2.062], [0.976, 4.999, -3.838], [1.990, 1.115, -2.249], [-1.824, -1.640, 0.508], [-0.601, -1.500, 1.290], [-0.504, -2.464, 2.476], [0.725, -2.317, 3.375], [1.110, -0.894, 3.786], [1.555, -0.031, 2.697], [2.626, -0.236, 1.952], [2.858, 0.559, 0.904], [3.541, -1.175, 2.296], [0.640, -1.520, 0.380], [1.706, -1.930, 0.849], [0.522, -1.022, -0.785], [-2.616, -1.857, 1.100], [-1.738, -2.356, -0.202], [-0.607, -0.490, 1.715], [-0.540, -3.496, 2.114], [-1.408, -2.306, 3.077], [1.559, -2.793, 2.863], [0.551, -2.876, 4.299], [1.892, -0.943, 4.552], [0.260, -0.388, 4.243], [1.004, 0.799, 2.459], [2.023, 0.958, 0.462], [3.559, 0.256, 0.246], [3.171, -1.928, 2.854], [4.073, -1.529, 1.515], [3.415, -3.192, -3.905], [2.060, -2.475, -2.998], [0.572, -2.434, -3.945], [2.320, -1.456, -2.739], [1.894, -3.078, -2.116]],
  "forces_ev_per_a": [[-0.540, 0.522, -0.150], [0.016, -0.125, -0.435], [0.202, 0.219, 0.746], [0.420, -0.014, -0.410], [-0.103, -0.006, -0.123], [0.038, 0.044, 0.040], [0.020, -0.027, -0.046], [-0.037, 0.001, 0.019], [0.053, -0.025, -0.017], [-0.093, 0.074, -0.103], [-0.188, -0.077, -0.008], [0.069, 0.069, -0.015], [0.337, -0.074, 0.275], [0.015, -0.004, -0.003], [-0.002, 0.004, 0.001], [0.004, -0.004, -0.006], [0.001, -0.008, -0.004], [-0.002, -0.020, 0.024], [0.002, 0.000, -0.002], [0.085, 0.132, -0.009], [-0.024, -0.022, 0.047], [0.035, -0.088, -0.006], [0.009, -0.033, 0.006], [-0.006, -0.111, -0.039], [0.090, -0.149, -0.021], [0.096, -0.083, 0.125], [-0.035, -0.030, -0.020], [0.016, -0.116, 0.090], [-0.013, 0.045, 0.036], [0.072, 0.866, 0.387], [0.224, -0.113, 0.004], [-0.312, 0.203, 0.208], [0.591, 0.452, 0.505], [-0.490, 0.140, -0.033], [-0.612, -1.197, -1.151], [-0.090, -0.030, 0.001], [0.006, -0.020, -0.001], [-0.010, -0.024, 0.022], [0.016, -0.340, -0.064], [-0.039, -0.010, -0.025], [0.028, -0.021, -0.002], [-0.100, -0.092, 0.136], [-0.006, 0.045, 0.029], [0.004, 0.030, -0.030], [-0.004, 0.029, -0.069], [-0.081, -0.388, 0.079], [0.458, 0.144, 0.087], [-0.100, 0.103, -0.090], [0.075, 0.124, -0.016], [-0.104, 0.029, 0.017], [0.031, -0.017, 0.000], [-0.090, -0.004, 0.002], [0.053, -0.031, 0.028], [0.019, 0.004, -0.033], [0.002, 0.023, 0.016]],
  "lowdin_charge": [0.710, 0.036, -0.595, -0.160, -0.177, 0.019, -0.039, 0.023, -0.165, 0.039, -0.562, 0.079, -0.153, 0.118, 0.105, 0.120, 0.438, -1.538, 0.883, -1.116, -1.138, 0.578, 0.887, 0.592, 0.092, -0.300, -0.135, -0.188, -0.142, 0.099, -0.471, 0.209, 0.182, -0.551, -0.014, -0.165, 0.085, 0.094, 0.102, 0.120, 0.115, 0.083, 0.113, 0.119, 0.131, 0.137, 0.056, 0.106, 0.085, 0.119, 0.474, -1.040, 0.542, -0.055, 0.015],
  "homo_lumo_gap_ev": [6.3104, 6.3054],
  "spin_multiplicity": 2,
  "homo_energy_ha": [-0.154, -0.153],
  "total_charge": -1,
  "s_squared": 0.75
}


Record 2
{
  "formula": "C32H25Cl3F12GeNO3OsS6",
  "method": "ωB97M-V with the def2-TZVPD basis set",
  "symbols": ["Os", "C", "C", "C", "C", "C", "N", "C", "C", "C", "C", "C", "C", "C", "C", "O", "C", "F", "F", "F", "C", "F", "F", "F", "C", "C", "C", "O", "C", "F", "F", "F", "C", "F", "F", "F", "H", "H", "H", "H", "H", "H", "H", "H", "H", "H", "H", "H", "C", "S", "C", "C", "S", "S", "C", "S", "S", "H", "H", "H", "C", "C", "C", "C", "C", "C", "C", "S", "C", "O", "H", "H", "H", "H", "H", "H", "H", "H", "H", "H", "Cl", "Ge", "Cl", "Cl"],
  "coordinates": [[1.644, 0.686, 1.778], [-4.732, -0.819, 0.569], [-3.234, -0.929, 0.654], [-2.444, -0.982, -0.484], [-1.068, -1.033, -0.371], [-0.435, -1.019, 0.868], [0.990, -0.927, 0.893], [1.759, -1.934, 0.295], [1.130, -3.079, -0.209], [1.828, -4.052, -0.894], [3.193, -3.927, -1.110], [3.975, -4.947, -1.892], [3.826, -2.837, -0.535], [3.162, -1.853, 0.199], [4.020, -0.794, 0.917], [3.429, -0.071, 1.925], [4.605, 0.237, -0.096], [3.664, 1.143, -0.422], [5.628, 0.916, 0.419], [5.018, -0.311, -1.242], [5.217, -1.500, 1.649], [5.750, -0.732, 2.584], [4.810, -2.622, 2.242], [6.213, -1.829, 0.806], [-1.214, -0.975, 2.037], [-2.601, -0.945, 1.890], [-0.556, -0.918, 3.432], [0.338, 0.163, 3.586], [0.236, -2.256, 3.701], [0.313, -2.564, 4.996], [-0.383, -3.274, 3.093], [1.482, -2.195, 3.252], [-1.597, -0.754, 4.573], [-1.026, -0.573, 5.752], [-2.422, -1.796, 4.660], [-2.334, 0.354, 4.357], [-5.085, -1.036, -0.437], [-5.059, 0.188, 0.830], [-5.219, -1.509, 1.259], [-2.902, -0.980, -1.466], [-0.451, -1.081, -1.259], [0.070, -3.206, -0.050], [1.297, -4.923, -1.262], [3.325, -5.738, -2.264], [4.746, -5.411, -1.276], [4.476, -4.491, -2.748], [4.896, -2.766, -0.651], [-3.239, -0.939, 2.758], [1.420, -2.298, -4.665], [-0.291, -1.726, -4.755], [-0.233, -0.016, -4.572], [0.635, 0.772, -3.806], [1.817, 0.263, -2.765], [0.294, 2.498, -3.918], [-1.136, 2.437, -4.887], [-2.045, 3.719, -5.289], [-1.510, 0.813, -5.401], [1.388, -3.277, -5.142], [1.765, -2.382, -3.640], [2.069, -1.636, -5.232], [-5.712, 4.501, -0.945], [-4.344, 3.907, -0.760], [-3.546, 4.271, 0.326], [-2.270, 3.762, 0.479], [-1.795, 2.862, -0.465], [-2.581, 2.451, -1.532], [-3.850, 2.987, -1.680], [-0.184, 2.175, -0.352], [0.852, 3.637, -0.460], [-0.067, 1.798, 1.146], [-5.978, 5.150, -0.114], [-6.469, 3.721, -1.027], [-5.750, 5.089, -1.863], [-3.934, 4.958, 1.067], [-1.670, 4.033, 1.338], [-2.206, 1.718, -2.236], [-4.464, 2.681, -2.517], [0.344, 4.482, -0.001], [1.081, 3.838, -1.503], [1.768, 3.396, 0.081], [2.248, 2.560, 3.110], [0.099, 2.107, 4.154], [0.762, 1.935, 6.202], [-1.545, 3.656, 4.320]],
  "forces_ev_per_a": [[0.304, -0.102, -0.445], [0.048, -0.060, -0.011], [-0.032, 0.066, -0.106], [-0.007, -0.018, 0.053], [0.187, -0.070, -0.283], [-0.332, 0.136, -0.054], [0.251, -0.838, -0.501], [-0.211, 0.495, 0.371], [-0.181, -0.280, -0.094], [-0.255, 0.024, 0.057], [-0.055, -0.145, -0.102], [-0.094, 0.011, 0.021], [0.124, 0.526, 0.263], [0.374, -0.111, -0.096], [0.711, -0.285, -0.487], [-1.854, 0.364, 0.241], [0.018, 0.245, -0.724], [-0.135, -0.099, 0.288], [0.117, 0.008, 0.250], [-0.001, -0.151, 0.241], [0.273, -0.220, -0.132], [-0.034, 0.327, 0.166], [-0.221, -0.176, 0.091], [-0.044, 0.025, -0.138], [-0.031, 0.250, 0.220], [0.172, -0.098, 0.112], [0.078, -0.048, 0.099], [0.064, -0.287, -0.207], [-0.333, 0.043, 0.224], [-0.030, 0.052, 0.135], [-0.030, -0.131, -0.135], [0.292, 0.090, -0.225], [-0.072, 0.103, -0.101], [0.181, -0.102, 0.171], [-0.085, -0.197, 0.026], [-0.067, 0.148, -0.096], [0.008, 0.000, -0.014], [0.027, 0.041, 0.006], [0.008, -0.018, 0.023], [0.059, -0.012, -0.011], [0.109, 0.149, -0.142], [0.014, -0.023, -0.030], [-0.001, 0.062, -0.010], [-0.004, 0.031, 0.007], [0.011, 0.032, 0.052], [-0.035, 0.060, 0.026], [0.013, 0.022, -0.009], [0.000, 0.030, 0.008], [-0.083, -0.044, -0.253], [-0.135, -0.897, 0.348], [1.260, 1.812, 1.027], [-2.225, -1.055, -1.563], [1.376, -0.283, 1.399], [-0.145, -0.140, -0.176], [0.177, -0.967, 0.004], [-0.479, 0.766, -0.139], [-0.066, 0.713, -0.134], [0.075, -0.067, -0.045], [0.012, 0.083, -0.037], [0.048, -0.001, 0.027], [0.018, -0.007, 0.025], [-0.016, 0.026, -0.023], [0.025, -0.023, 0.050], [-0.083, -0.015, 0.016], [-0.086, 0.048, 0.003], [-0.014, -0.092, -0.048], [0.023, -0.031, 0.046], [0.025, 0.144, -1.148], [0.009, 0.025, 0.142], [0.882, -0.632, 1.202], [-0.007, 0.011, 0.022], [-0.010, -0.024, -0.012], [0.008, -0.003, -0.014], [-0.007, 0.047, 0.003], [0.033, 0.045, 0.045], [0.048, 0.028, -0.073], [0.029, 0.012, -0.054], [0.015, -0.007, 0.063], [-0.093, -0.095, -0.037], [0.024, -0.008, -0.082], [0.532, 0.589, 0.046], [-0.522, 0.145, 0.547], [0.035, 0.038, -0.095], [0.017, -0.007, -0.075]],
  "lowdin_charge": [1.455, -0.028, -0.231, -0.005, -0.027, -0.256, -0.057, -0.196, 0.018, -0.005, -0.232, -0.026, 0.032, -0.045, -0.298, -0.260, -0.563, 0.077, 0.184, 0.166, -0.567, 0.190, 0.181, 0.155, -0.056, 0.042, -0.255, -0.429, -0.550, 0.183, 0.175, 0.173, -0.593, 0.152, 0.185, 0.119, 0.081, 0.087, 0.086, 0.128, 0.102, 0.122, 0.124, 0.079, 0.089, 0.091, 0.128, 0.118, -0.426, 0.793, -1.057, -1.218, 0.536, 0.858, -1.539, 0.515, 0.864, 0.025, -0.023, 0.042, -0.038, -0.250, -0.017, -0.063, -0.389, -0.072, -0.019, 0.975, -0.193, -0.708, 0.077, 0.085, 0.090, 0.118, 0.082, 0.099, 0.126, 0.067, 0.038, 0.039, 0.162, 0.144, 0.177, 0.057],
  "homo_lumo_gap_ev": [5.6298, 3.0843],
  "spin_multiplicity": 6,
  "homo_energy_ha": [-0.229, -0.228],
  "s_squared": 8.79
}


Record 3
{
  "formula": "C19H29N4O3",
  "method": "ωB97M-V with the def2-TZVPD basis set",
  "symbols": ["C", "C", "C", "C", "C", "N", "C", "N", "N", "C", "C", "C", "O", "C", "O", "C", "C", "N", "C", "O", "C", "C", "C", "C", "C", "C", "H", "H", "H", "H", "H", "H", "H", "H", "H", "H", "H", "H", "H", "H", "H", "H", "H", "H", "H", "H", "H", "H", "H", "H", "H", "H", "H", "H", "H"],
  "coordinates": [[-2.359, 0.155, 5.522], [-2.244, 1.493, 4.616], [-1.030, 1.364, 3.563], [-1.637, 1.131, 2.065], [-0.384, 0.818, 1.106], [-0.269, -0.604, 0.668], [-0.419, -1.771, 1.492], [-0.710, -1.922, 2.802], [-0.213, -3.045, 0.811], [0.068, -2.552, -0.541], [0.420, -3.471, -1.826], [2.023, -3.744, -1.702], [2.711, -2.511, -2.019], [3.973, -2.419, -1.378], [4.571, -3.369, -0.811], [4.764, -1.003, -1.402], [3.807, 0.263, -1.152], [0.007, -1.119, -0.573], [0.216, -0.261, -1.791], [-1.095, -0.210, -2.458], [-1.437, 1.137, -2.797], [-1.090, 1.736, -4.208], [-1.460, 3.204, -4.572], [-2.188, 4.126, -3.550], [-2.527, 3.547, -2.132], [-2.164, 2.072, -1.804], [-2.476, 0.481, 6.623], [-1.442, -0.515, 5.400], [-3.301, -0.413, 5.200], [-2.074, 2.366, 5.332], [-3.204, 1.659, 3.997], [-0.325, 0.498, 3.801], [-0.425, 2.334, 3.612], [-2.444, 0.325, 2.043], [-2.055, 2.156, 1.732], [0.575, 1.072, 1.700], [-0.391, 1.540, 0.216], [-1.309, -1.312, 3.368], [-0.349, -2.777, 3.262], [-0.154, -4.456, -1.641], [0.141, -2.974, -2.812], [2.178, -4.104, -0.620], [2.274, -4.615, -2.416], [5.310, -0.933, -2.414], [5.567, -0.973, -0.574], [4.468, 1.104, -0.715], [2.995, 0.063, -0.376], [3.359, 0.700, -2.120], [0.595, 0.785, -1.540], [0.902, -0.843, -2.506], [-0.576, 1.094, -5.014], [-1.196, 3.614, -5.604], [-2.495, 5.208, -3.756], [-3.034, 4.192, -1.338], [-2.450, 1.678, -0.770]],
  "forces_ev_per_a": [[-0.799, 0.662, -0.174], [0.562, -0.696, 0.001], [-1.014, 0.241, -0.199], [1.326, 0.953, 0.515], [0.517, 1.306, 0.334], [-0.938, -3.490, 2.653], [0.379, -2.032, -2.122], [0.187, 0.623, 0.656], [0.784, 6.079, -3.943], [-0.722, 1.095, 2.286], [0.553, 0.573, 1.827], [-1.851, -1.537, 0.108], [1.681, -0.541, 1.662], [3.192, -1.404, 1.594], [-3.169, 2.951, -2.232], [-1.036, 0.238, -0.240], [0.717, 0.792, -0.232], [1.059, -2.336, -1.594], [-0.777, -0.954, -0.752], [0.877, 2.471, 0.318], [-1.093, 4.380, -1.638], [-1.464, 1.728, 2.058], [-0.988, -1.085, 3.360], [0.791, -3.703, 1.610], [1.880, -2.223, -3.046], [0.704, 1.061, -2.217], [0.220, -0.866, -1.756], [-1.199, 0.940, 0.365], [1.408, 0.588, 0.675], [-0.287, -1.068, -1.260], [1.406, -0.121, 1.262], [-0.927, 1.260, -0.100], [-0.705, -1.398, -0.449], [1.072, 1.113, -0.062], [0.340, -1.863, 0.439], [-1.423, -0.505, -0.973], [-0.068, -1.501, 1.027], [0.668, -0.222, -0.627], [-0.651, 0.850, -0.790], [0.988, 1.638, -0.489], [0.226, -0.679, 1.457], [0.236, 0.719, -1.722], [-0.081, 1.609, 1.042], [-0.934, -0.048, 1.529], [-1.442, -0.721, -1.376], [-1.096, -1.297, -0.704], [1.020, 0.082, -1.094], [0.523, -0.903, 1.510], [-0.445, -1.631, -0.208], [-0.724, 1.035, 1.457], [-0.913, 1.055, 1.555], [-0.427, -0.766, 1.689], [0.661, -1.870, 0.077], [0.786, -1.099, -1.354], [0.407, 0.515, -1.712]],
  "lowdin_charge": [-0.120, -0.234, -0.225, -0.168, -0.110, 0.022, -0.259, 0.169, 0.174, -0.101, -0.038, -0.162, -0.063, -0.356, 0.061, -0.119, -0.126, 0.006, -0.085, -0.100, -0.222, 0.014, -0.052, -0.052, -0.048, -0.021, 0.088, 0.058, 0.079, 0.108, 0.111, 0.088, 0.120, 0.125, 0.125, 0.143, 0.111, 0.081, 0.146, 0.145, 0.126, 0.142, 0.154, 0.133, 0.131, 0.087, 0.063, 0.082, 0.146, 0.145, 0.107, 0.096, 0.096, 0.094, 0.083],
  "homo_lumo_gap_ev": 8.6376,
  "homo_energy_ha": -0.422,
  "total_charge": 1
}


Record 4
{
  "formula": "C3H6IN",
  "method": "ωB97M-V with the def2-TZVPD basis set",
  "symbols": ["C", "N", "C", "C", "I", "H", "H", "H", "H", "H", "H"],
  "coordinates": [[-0.108, -0.907, -1.690], [-0.572, 0.096, -0.849], [0.022, 0.052, 0.705], [-0.213, 1.258, 1.488], [1.251, -1.542, 1.318], [1.143, -0.845, -1.652], [-0.463, -0.693, -2.815], [-0.238, -1.914, -1.409], [-0.122, 1.041, 2.525], [0.483, 1.956, 1.210], [-1.184, 1.498, 1.168]],
  "forces_ev_per_a": [[3.728, 1.209, -2.847], [1.907, 0.844, 7.994], [-1.807, -1.520, -7.826], [-0.633, -2.276, 0.286], [-0.449, 0.674, -0.275], [-2.816, -0.178, -0.637], [0.761, -0.614, 2.583], [-0.749, -1.355, 0.386], [-0.208, 0.063, 0.919], [1.648, 2.090, -0.619], [-1.382, 1.064, 0.036]],
  "lowdin_charge": [-0.328, -0.055, -0.691, -0.175, 0.839, 0.101, 0.112, 0.012, 0.062, 0.055, 0.068],
  "homo_lumo_gap_ev": [9.0736, 8.3000],
  "homo_energy_ha": [-0.334, -0.309]
}


Molar mass values (in Da) by entry order: 668.5 1261.1 361.5 183.0.